Below is a molecular structure, C22H23N2O7P3SbSe4Zr, with properties calculated with wB97M-V/def2-TZVPD.

The geometry in XYZ format:
```
63
Properties=species:S:1:pos:R:3:nbo_charge:R:1
Sb 4.721 -0.112 1.042 1.09
Zr 1.635 1.248 0.810 1.62
Se 5.695 -2.278 0.792 -0.69
Se 3.203 0.293 -1.052 -0.66
Se 6.000 1.858 1.518 -0.69
Se 2.752 -0.128 2.693 -0.55
P -0.141 -1.096 0.271 0.90
P 2.408 4.250 2.075 2.59
P -0.196 3.167 2.828 2.58
O 2.318 3.121 0.998 -1.17
O 0.088 1.862 2.061 -1.19
O -1.192 4.074 2.235 -1.13
O 3.682 3.942 2.938 -1.02
O -0.619 2.655 4.284 -0.99
O 2.274 5.626 1.614 -1.09
O 1.217 3.843 3.118 -1.09
N -0.470 2.644 -2.909 -0.33
N 0.198 2.019 -0.918 -0.59
C -4.308 -1.141 2.240 -0.20
C 0.285 -1.801 -3.750 -0.21
C -4.129 -1.807 1.032 -0.23
C 0.506 -2.749 0.709 -0.26
C -1.513 -0.488 -2.104 -0.24
C -0.450 -1.189 -1.534 -0.32
C -0.782 -1.112 -4.308 -0.24
C 2.396 -4.245 0.845 -0.20
C -2.009 -0.440 2.194 -0.11
C 0.450 -1.842 -2.372 -0.19
C -3.249 -0.463 2.820 -0.23
C 0.446 1.962 -2.212 0.24
C -2.893 -1.789 0.409 -0.15
C 1.589 -5.227 1.399 -0.20
C -0.932 2.797 -0.772 -0.06
C -1.822 -1.101 0.983 -0.39
C 1.860 -3.011 0.508 -0.22
C -1.363 3.177 -2.002 -0.10
C -1.684 -0.458 -3.479 -0.17
C 0.244 -4.968 1.620 -0.21
C -0.296 -3.736 1.280 -0.24
C -0.510 2.786 -4.349 -0.40
H 1.267 1.430 -2.666 0.24
H -0.365 3.828 -4.630 0.21
H -2.756 -2.315 -0.528 0.21
H -5.276 -1.154 2.726 0.21
H -1.325 3.061 0.198 0.27
H 0.998 -2.310 -4.386 0.22
H -2.212 0.046 -1.471 0.23
H 3.457 -4.405 0.700 0.24
H -1.186 0.104 2.641 0.24
H -0.391 -5.721 2.072 0.20
H -0.912 -1.088 -5.383 0.21
H 0.284 2.183 -4.781 0.22
H 4.271 3.238 2.574 0.54
H 2.012 -6.185 1.674 0.21
H 2.516 -2.248 0.105 0.25
H -4.953 -2.342 0.578 0.21
H -1.226 3.296 4.673 0.50
H -3.382 0.058 3.760 0.22
H -1.467 2.433 -4.731 0.21
H 1.289 -2.380 -1.952 0.24
H -1.342 -3.550 1.484 0.22
H -2.183 3.801 -2.309 0.22
H -2.524 0.081 -3.901 0.20
```

As for the LUMO energy: 1.94 eV. The multiplicity is 1. As for the charge: -1. The calculation puts the energy relative to the best compared isomer or geometry (same formula, charge and spin) at 0.000 eV. As for the HOMO-LUMO gap: 7.008 eV. The value obtained for the molar mass is 1049.2 g/mol.